The following is a quantum chemistry calculation of 6 unconnected molecules or ions with the total composition C24H56NO5, from the Open Molecules 2025 dataset.

HOMO: -1.967 eV
Total energy: -37517.9980 eV
Total charge: -1
Max |F|: 6.590 eV Å⁻¹

Each line ends with the Löwdin charge.
Geometry (Å):
C 2.386 2.250 3.098  -0.02
C 2.084 0.983 2.843  -0.11
C 1.617 -0.567 3.123  -0.36
N 0.133 -0.576 3.095  -0.23
C -0.452 -0.775 4.449  -0.37
C -0.007 0.317 5.560  -0.20
C 0.693 -0.363 6.883  -0.21
C 2.216 0.160 7.004  -0.23
C 3.291 -0.970 7.421  -0.27
C 3.171 -2.356 6.598  -0.15
H 2.782 3.324 3.010  0.01
H 2.004 -1.153 2.192  0.07
H 2.084 -1.002 4.079  0.07
H -0.226 -1.830 4.902  0.08
H -1.607 -0.688 4.316  0.08
H -0.987 0.810 5.957  0.09
H 0.640 1.177 5.166  0.08
H 0.134 0.037 7.825  0.09
H 0.575 -1.503 6.904  0.07
H 2.596 0.679 6.044  0.10
H 2.228 0.988 7.824  0.10
H 3.228 -1.165 8.564  0.10
H 4.343 -0.549 7.216  0.09
H 2.211 -2.935 6.882  0.07
H 3.257 -2.199 5.453  0.07
H 4.089 -3.003 6.893  0.06
C -1.732 -1.062 -1.321  -0.06
C -1.864 0.445 -1.174  -0.50
C -0.514 1.097 -0.930  -0.06
O -2.736 0.741 -0.085  -0.07
H -1.323 -1.510 -0.410  0.09
H -2.713 -1.520 -1.485  0.06
H -1.081 -1.321 -2.161  0.06
H -2.317 0.865 -2.078  0.13
H -0.063 0.723 -0.004  0.08
H -0.624 2.179 -0.813  0.08
H 0.175 0.902 -1.757  0.07
H -2.342 0.372 0.721  0.09
C -0.098 -2.341 -5.613  -0.06
C -0.976 -1.151 -5.262  -0.49
C -1.721 -0.633 -6.482  -0.06
O -0.166 -0.109 -4.725  -0.06
H 0.659 -2.063 -6.354  0.07
H 0.440 -2.695 -4.728  0.08
H -0.693 -3.167 -6.014  0.08
H -1.694 -1.439 -4.488  0.12
H -1.020 -0.296 -7.254  0.08
H -2.338 0.230 -6.217  0.08
H -2.365 -1.407 -6.909  0.08
H 0.474 0.153 -5.403  0.08
C 3.886 -1.869 -5.527  -0.06
C 3.651 -1.283 -6.910  -0.51
C 4.964 -1.022 -7.632  -0.07
O 2.926 -0.060 -6.789  -0.06
H 4.461 -1.178 -4.902  0.09
H 2.934 -2.039 -5.016  0.07
H 4.426 -2.817 -5.587  0.08
H 3.037 -1.969 -7.501  0.13
H 5.577 -0.302 -7.081  0.08
H 4.780 -0.590 -8.620  0.08
H 5.537 -1.946 -7.755  0.08
H 3.462 0.554 -6.268  0.09
C -5.664 -3.231 -2.954  -0.06
C -4.879 -2.204 -3.755  -0.50
C -5.598 -0.865 -3.794  -0.06
O -4.694 -2.682 -5.087  -0.07
H -6.646 -3.410 -3.405  0.08
H -5.141 -4.192 -2.945  0.08
H -5.808 -2.901 -1.922  0.08
H -3.886 -2.075 -3.314  0.11
H -6.578 -0.961 -4.274  0.08
H -5.027 -0.140 -4.383  0.08
H -5.740 -0.463 -2.787  0.08
H -5.568 -2.799 -5.485  0.08
C -0.342 5.117 3.864  -0.06
C -0.070 4.848 5.336  -0.50
C -0.229 6.110 6.169  -0.08
O 1.253 4.343 5.488  -0.07
H 0.364 5.853 3.465  0.08
H -0.212 4.204 3.277  0.08
H -1.358 5.491 3.712  0.08
H -0.756 4.078 5.701  0.14
H 0.481 6.881 5.850  0.08
H -0.019 5.904 7.223  0.08
H -1.242 6.513 6.086  0.07
H 1.868 5.017 5.167  0.08

---

The following is a quantum chemistry calculation of a molecular structure, C24H57AlAs4N2SSeSi, from the Open Molecules 2025 dataset.

HOMO: -12.827 eV
Total energy: -362795.2175 eV
Total charge: +2
Max |F|: 0.177 eV Å⁻¹
Relative energy (zero: lowest compared OMol25 entry of this formula, charge and spin): 0.0 kJ/mol

Each line ends with the Löwdin charge.
Geometry (Å):
Al 0.887 -0.271 -0.699  -0.45
C -0.117 1.952 3.171  -0.32
As -0.791 0.361 2.260  1.09
C -0.956 -0.744 3.867  -0.29
C -2.713 0.751 2.094  -0.33
C -3.189 1.521 0.859  -0.66
C -4.701 1.757 0.995  -0.05
C -3.034 0.672 -0.423  -0.30
As -1.362 0.550 -1.430  1.07
C -1.993 -0.452 -2.963  -0.25
C -0.999 2.263 -2.260  -0.25
C -2.425 2.840 0.695  -0.40
As -2.523 4.439 1.901  1.14
C -3.374 3.872 3.579  -0.33
C -4.104 5.293 1.124  -0.33
H -0.715 2.153 4.058  0.03
H -0.124 2.824 2.519  -0.02
H 0.910 1.752 3.477  0.02
H -1.550 -0.206 4.605  0.04
H 0.027 -0.948 4.291  0.02
H -1.451 -1.688 3.644  0.02
H -2.999 1.288 2.999  0.07
H -3.213 -0.222 2.134  0.09
H -5.240 0.807 1.005  0.10
H -5.077 2.351 0.161  0.09
H -4.937 2.281 1.917  0.06
H -3.721 1.054 -1.184  0.09
H -3.329 -0.365 -0.233  0.09
H -2.851 0.069 -3.386  0.05
H -2.290 -1.460 -2.678  0.03
H -1.193 -0.499 -3.698  0.01
H -1.928 2.690 -2.636  0.05
H -0.319 2.075 -3.089  0.03
H -0.536 2.947 -1.554  0.03
H -2.687 3.285 -0.271  0.06
H -1.352 2.610 0.637  0.01
H -2.697 3.288 4.197  0.00
H -4.314 3.339 3.454  0.01
H -3.582 4.799 4.114  0.03
H -3.905 5.549 0.084  0.02
H -4.286 6.219 1.668  0.03
H -4.993 4.670 1.183  0.02
C -1.277 -3.711 -0.296  -0.14
C -0.581 -3.261 0.984  -0.38
As 1.111 -2.381 0.609  1.16
C 2.175 -3.684 -0.365  -0.40
C 2.423 -4.994 0.374  -0.13
C 2.045 -2.117 2.301  -0.38
C 1.681 -3.120 3.390  -0.14
H -2.251 -4.142 -0.067  0.09
H -0.700 -4.473 -0.822  0.07
H -1.436 -2.875 -0.982  0.04
H -0.383 -4.103 1.647  0.08
H -1.190 -2.545 1.535  0.04
H 3.110 -3.175 -0.606  0.08
H 1.660 -3.852 -1.311  0.04
H 3.033 -4.846 1.264  0.07
H 2.958 -5.687 -0.275  0.09
H 1.492 -5.478 0.672  0.07
H 1.839 -1.092 2.615  0.03
H 3.107 -2.165 2.051  0.08
H 0.628 -3.057 3.663  0.05
H 2.265 -2.912 4.287  0.09
H 1.891 -4.146 3.093  0.06
C 3.476 3.929 1.358  0.00
N 3.871 3.193 0.161  -0.11
C 4.925 3.521 -0.672  -0.01
C 4.947 2.612 -1.667  -0.02
N 3.908 1.739 -1.426  0.08
C 3.257 2.101 -0.318  -0.63
S 1.894 1.401 0.506  0.70
H 4.228 4.687 1.555  0.10
H 3.418 3.250 2.206  0.09
H 2.510 4.405 1.203  0.10
H 5.558 4.368 -0.476  0.14
H 5.598 2.509 -2.516  0.14
H 3.619 0.958 -2.014  0.00
C 1.698 -1.609 -5.866  -0.22
Si 1.781 -2.306 -4.148  0.24
C 3.359 -3.254 -3.883  -0.20
C 0.265 -3.323 -3.759  -0.19
Se 1.863 -0.357 -2.841  0.49
H 1.680 -2.427 -6.591  0.05
H 2.567 -0.987 -6.088  0.04
H 0.802 -1.005 -6.017  0.04
H 3.418 -4.039 -4.642  0.05
H 3.422 -3.734 -2.907  0.01
H 4.231 -2.611 -4.006  0.04
H 0.383 -4.295 -4.247  0.06
H -0.639 -2.867 -4.164  0.03
H 0.107 -3.507 -2.696  -0.01

---

Q: The highest total charge belongs to which entry?
A: C24H57AlAs4N2SSeSi